# 1
A structure of composition C3H7O2Sr at a distorted geometry. Source: the OMol25 dataset; level of theory: wB97M-V/def2-TZVPD.

ORCA input file:
```
! wB97M-V def2-TZVPD RIJCOSX def2/J DEFGRID3
* xyz 1 1
O 0.064 -2.120 -0.650
C -0.408 -1.132 -1.337
C -0.088 0.242 -0.792
O 0.247 0.088 0.581
C 0.596 1.287 1.269
Sr -0.337 -2.022 1.465
H -0.009 -1.207 -2.366
H -0.979 0.885 -0.893
H 0.752 0.691 -1.347
H -0.094 2.095 0.990
H 0.515 1.071 2.339
H 1.632 1.542 1.013
H -1.891 -1.422 -0.274
*
```

The highest occupied orbital energy (spin up / spin down) comes out at -11.841 / -11.841 eV. The value obtained for the LUMO energy (spin up / spin down) is -4.62 / -4.62 eV. The HOMO-LUMO gap (spin up / spin down) is 7.22 / 7.22 eV. For the largest force on an atom, the calculation gives 3.40 eV Å⁻¹.

# 2
A cluster of 2 separate species, C3H7O3 in total at a distorted geometry. Source: the OMol25 dataset; level of theory: wB97M-V/def2-TZVPD.

ORCA input file:
```
! wB97M-V def2-TZVPD RIJCOSX def2/J DEFGRID3
* xyz -1 1
O 1.370 -1.599 -0.696
C 1.943 -1.056 0.266
O 1.483 -0.241 1.097
H 3.024 -1.303 0.448
H -0.068 0.494 1.057
C -1.567 0.313 -0.148
O -0.956 0.944 0.982
C -1.788 1.312 -1.280
H -0.922 -0.522 -0.418
H -2.554 -0.035 0.183
H -1.195 1.043 -2.166
H -2.813 1.425 -1.630
H -1.350 2.270 -0.993
*
```

The value obtained for the energy above the lowest of the compared OMol25 structures with the same formula, charge and spin is 16.2 kcal/mol. The highest occupied orbital energy comes out at -4.638 eV. The value obtained for the LUMO energy is 4.23 eV. The HOMO-LUMO gap is 8.87 eV. For the largest force on an atom, the calculation gives 1.39 eV Å⁻¹.

# 3
A structure of composition C3H7O3 at a distorted geometry. Source: the OMol25 dataset; level of theory: wB97M-V/def2-TZVPD.

ORCA input file:
```
! wB97M-V def2-TZVPD RIJCOSX def2/J DEFGRID3
* xyz -1 1
O 2.154 -0.728 -0.910
C 1.741 0.433 -0.384
O 2.349 1.295 0.226
C 0.177 0.395 -0.399
C -0.365 -0.583 0.679
H -0.267 1.371 -0.283
H -0.202 -0.025 -1.333
H -1.488 -0.540 0.652
H 0.002 -1.566 0.348
H 0.035 -0.355 1.673
H 1.945 -0.743 0.196
H -3.512 0.589 -0.156
O -2.569 0.459 -0.308
*
```

The value obtained for the energy above the lowest of the compared OMol25 structures with the same formula, charge and spin is 107.8 kcal/mol. The highest occupied orbital energy comes out at -2.844 eV. The value obtained for the LUMO energy is 3.59 eV. The HOMO-LUMO gap is 6.44 eV. For the largest force on an atom, the calculation gives 6.33 eV Å⁻¹.

# 4
A cluster of 2 separate species, C3H7O3 in total at a distorted geometry. Source: the OMol25 dataset; level of theory: wB97M-V/def2-TZVPD.

ORCA input file:
```
! wB97M-V def2-TZVPD RIJCOSX def2/J DEFGRID3
* xyz -1 1
C 1.611 0.834 -1.404
C 1.773 0.379 0.095
O 0.730 0.360 0.786
O 2.937 0.120 0.461
H 1.510 -0.117 -1.931
H 2.548 1.298 -1.694
H 0.715 1.432 -1.516
C -2.150 -1.023 0.794
O -1.958 0.323 1.186
H -0.980 0.457 1.214
H -2.121 -1.641 1.686
H -3.145 -1.224 0.352
H -1.468 -1.199 -0.029
*
```

The value obtained for the energy above the lowest of the compared OMol25 structures with the same formula, charge and spin is 19.1 kcal/mol. The highest occupied orbital energy comes out at -4.298 eV. The value obtained for the LUMO energy is 4.07 eV. The HOMO-LUMO gap is 8.37 eV. For the largest force on an atom, the calculation gives 1.59 eV Å⁻¹.

# 5
A cluster of 2 separate species, C3H7O3 in total at a distorted geometry. Source: the OMol25 dataset; level of theory: wB97M-V/def2-TZVPD.

ORCA input file:
```
! wB97M-V def2-TZVPD RIJCOSX def2/J DEFGRID3
* xyz 0 2
O 1.377 -1.420 -0.113
C 0.660 -0.468 -0.395
O -0.420 -0.539 -1.078
C 1.109 0.907 0.071
C 0.940 1.051 1.564
H 2.187 0.939 -0.113
H 0.627 1.705 -0.531
H 1.852 1.639 1.949
H 0.089 1.708 1.890
H 0.881 0.074 2.074
H -2.260 -0.520 -0.271
H -2.983 0.488 -1.122
O -3.017 0.092 -0.244
*
```

The value obtained for the energy above the lowest of the compared OMol25 structures with the same formula, charge and spin is 15.1 kcal/mol. The highest occupied orbital energy (spin up / spin down) comes out at -11.075 / -10.798 eV. The value obtained for the LUMO energy (spin up / spin down) is 0.66 / -3.73 eV. The HOMO-LUMO gap (spin up / spin down) is 11.74 / 7.07 eV. The expectation value of S² is 0.754. For the largest force on an atom, the calculation gives 2.89 eV Å⁻¹.

# 6
The molecule C3H7O3P at a distorted geometry. Source: the OMol25 dataset; level of theory: wB97M-V/def2-TZVPD.

ORCA input file:
```
! wB97M-V def2-TZVPD RIJCOSX def2/J DEFGRID3
* xyz 0 1
C 0.886 -0.194 0.768
C -0.499 -0.134 0.255
C -1.145 -1.438 -0.038
O 1.692 0.803 0.132
O -0.487 0.439 -1.100
O 0.713 2.677 -1.208
P 1.042 1.102 -1.402
H 0.903 -0.042 1.792
H 1.345 -1.081 0.337
H -1.029 0.435 0.984
H -2.147 -1.316 -0.525
H -1.119 -1.963 0.947
H -0.418 -1.986 -0.529
H 0.264 2.697 -0.411
*
```

The value obtained for the energy above the lowest of the compared OMol25 structures with the same formula, charge and spin is 11.8 kcal/mol. The highest occupied orbital energy comes out at -9.780 eV. The value obtained for the LUMO energy is 0.86 eV. As for the SMILES: C[C@H]1COP(O)O1. The HOMO-LUMO gap is 10.64 eV. For the largest force on an atom, the calculation gives 3.43 eV Å⁻¹.

# 7
A cluster of 2 separate species, C3H7O3PS in total at a distorted geometry. Source: the OMol25 dataset; level of theory: wB97M-V/def2-TZVPD.

ORCA input file:
```
! wB97M-V def2-TZVPD RIJCOSX def2/J DEFGRID3
* xyz -2 1
C 1.321 -1.232 -0.274
C 1.344 0.125 0.525
C 0.798 1.219 -0.349
O -1.840 -0.828 1.569
O -3.225 1.062 0.167
O -2.134 -1.132 -0.845
P -1.838 -0.091 0.300
S 0.993 2.814 0.250
H 1.727 -1.032 -1.293
H 0.274 -1.356 -0.480
H 1.724 -2.058 0.447
H 0.595 0.042 1.378
H 2.367 0.378 0.727
H 1.049 0.983 -1.338
H -3.156 1.107 -0.785
*
```

The value obtained for the energy above the lowest of the compared OMol25 structures with the same formula, charge and spin is 70.3 kcal/mol. The highest occupied orbital energy (spin up / spin down) comes out at 1.355 / 0.629 eV. The value obtained for the LUMO energy (spin up / spin down) is 5.95 / 5.88 eV. The HOMO-LUMO gap (spin up / spin down) is 4.60 / 5.25 eV. For the largest force on an atom, the calculation gives 4.42 eV Å⁻¹.

# 8
The molecule C3H7O3PS at a distorted geometry. Source: the OMol25 dataset; level of theory: wB97M-V/def2-TZVPD.

ORCA input file:
```
! wB97M-V def2-TZVPD RIJCOSX def2/J DEFGRID3
* xyz 0 1
C 1.943 -0.414 0.814
C 2.084 -0.859 -0.664
C -3.135 0.486 -0.080
O -0.314 1.087 -0.236
O 0.754 -0.980 -1.143
O 0.627 -0.726 1.193
P -2.307 -1.171 0.102
S -0.350 -0.337 -0.073
H 2.624 -0.943 1.482
H 2.089 0.668 0.898
H 2.557 -1.840 -0.754
H 2.623 -0.117 -1.257
H -2.686 1.057 -0.887
H -3.091 1.057 0.846
H -4.172 0.272 -0.322
*
```

The value obtained for the energy above the lowest of the compared OMol25 structures with the same formula, charge and spin is 110.5 kcal/mol. The highest occupied orbital energy comes out at -7.871 eV. The value obtained for the LUMO energy is 0.69 eV. As for the SMILES: CP=S1(=O)OCCO1. The HOMO-LUMO gap is 8.56 eV. For the largest force on an atom, the calculation gives 1.43 eV Å⁻¹.

# 9
A cluster of 2 separate species, C3H7O3S in total at a distorted geometry. Source: the OMol25 dataset; level of theory: wB97M-V/def2-TZVPD.

ORCA input file:
```
! wB97M-V def2-TZVPD RIJCOSX def2/J DEFGRID3
* xyz -1 1
O -0.704 1.226 0.113
C -0.397 0.707 1.211
O -0.081 1.269 2.278
C -0.503 -0.859 1.299
C -0.313 -1.508 -0.067
S -1.100 -3.149 -0.286
H -1.522 -0.968 1.685
H 0.194 -1.229 2.039
H 0.767 -1.574 -0.234
H -0.720 -0.809 -0.766
H -2.070 -2.686 -1.079
H 3.130 5.417 -2.404
H 4.273 4.412 -2.788
O 3.578 4.974 -3.135
*
```

The value obtained for the energy above the lowest of the compared OMol25 structures with the same formula, charge and spin is 5.9 kcal/mol. The highest occupied orbital energy comes out at -4.105 eV. The value obtained for the LUMO energy is 3.10 eV. The HOMO-LUMO gap is 7.20 eV. For the largest force on an atom, the calculation gives 1.17 eV Å⁻¹.

> Which of these has the lowest largest force on an atom?

C3H7O3S

> Number 5 is which compound?

C3H7O3

> Which of these has the highest largest force on an atom?

number 3

Copy entry 7 word for word.
A cluster of 2 separate species, C3H7O3PS in total at a distorted geometry. Source: the OMol25 dataset; level of theory: wB97M-V/def2-TZVPD.

ORCA input file:
```
! wB97M-V def2-TZVPD RIJCOSX def2/J DEFGRID3
* xyz -2 1
C 1.321 -1.232 -0.274
C 1.344 0.125 0.525
C 0.798 1.219 -0.349
O -1.840 -0.828 1.569
O -3.225 1.062 0.167
O -2.134 -1.132 -0.845
P -1.838 -0.091 0.300
S 0.993 2.814 0.250
H 1.727 -1.032 -1.293
H 0.274 -1.356 -0.480
H 1.724 -2.058 0.447
H 0.595 0.042 1.378
H 2.367 0.378 0.727
H 1.049 0.983 -1.338
H -3.156 1.107 -0.785
*
```

The value obtained for the energy above the lowest of the compared OMol25 structures with the same formula, charge and spin is 70.3 kcal/mol. The highest occupied orbital energy (spin up / spin down) comes out at 1.355 / 0.629 eV. The value obtained for the LUMO energy (spin up / spin down) is 5.95 / 5.88 eV. The HOMO-LUMO gap (spin up / spin down) is 4.60 / 5.25 eV. For the largest force on an atom, the calculation gives 4.42 eV Å⁻¹.